Density functional theory data (ωB97M-V with the def2-TZVPD basis set) for a structure of composition C39H46BrFeN7O2P.

Atoms and positions in Å:
1 C -3.6916 -0.0727 2.5044
2 Br 1.5396 -3.4155 -5.3767
3 H -3.3058 1.0346 -2.7069
4 H -5.5229 0.8153 0.3613
5 C -3.3018 -1.1321 1.4661
6 C 3.3893 1.1770 0.6663
7 C 0.7407 0.9340 5.8700
8 C 4.3467 -1.4889 -3.0139
9 N 6.2436 -2.3847 -1.6398
10 O 2.4675 1.9417 1.0632
11 H 1.6083 -0.9555 3.2169
12 P -2.4178 -0.2270 0.0182
13 H -1.6495 -0.1800 -3.0913
14 C 1.3275 -0.1152 5.1764
15 H -1.0017 -2.7250 -0.3464
16 C 2.3426 -2.8421 0.4640
17 H -3.8123 2.2663 1.3956
18 C 3.6334 -2.5297 0.1321
19 H -5.3171 0.0865 -1.2323
20 C 4.8171 -3.8377 -2.8804
21 H 4.3556 -3.3171 -0.0326
22 C 5.6619 0.6185 0.0494
23 C -4.5452 -1.9591 1.1308
24 N 0.6079 2.4261 -0.8401
25 C 5.3457 -0.7034 -0.2731
26 H -5.5552 1.8247 -1.0767
27 H -0.6755 3.8262 3.4012
28 N 6.3930 -1.4360 -0.8259
29 C -5.0695 0.9535 -0.6209
30 C -3.5640 1.2156 -0.5229
31 H -4.0473 -0.8021 -2.7244
32 H -4.5530 0.5176 2.1973
33 H -3.5198 -2.4570 -2.9926
34 C 5.0985 -2.5360 -2.4722
35 H 1.0089 5.7409 -0.7114
36 O -0.4708 5.0813 1.2445
37 H 3.5354 -5.1273 -4.0255
38 Fe 0.5943 1.1728 0.9090
39 C 1.4137 -1.8097 0.6674
40 C 3.0622 -0.2273 0.4077
41 C -3.3168 2.3878 0.4349
42 H -1.8209 2.5733 2.9377
43 C 0.0513 1.9007 5.1643
44 H -5.3158 -1.3677 0.6369
45 C -2.2536 -2.0168 2.1550
46 H 6.6899 0.9172 -0.1253
47 C 1.1725 2.1810 -2.0196
48 C -0.0352 1.8022 3.7780
49 C 1.7362 3.1727 -2.8036
50 H 0.8240 0.9963 6.9482
51 H -4.3184 -2.8154 0.4969
52 H -4.4838 -2.0650 -1.5715
53 C 1.0895 4.7460 -1.1262
54 H 2.1941 2.9216 -3.7510
55 H -1.9662 1.8330 -1.8584
56 H 4.5767 -0.4636 -2.7595
57 C -1.2929 -0.9639 -2.4253
58 N -0.2085 2.8082 1.6232
59 H -2.0842 -2.9587 1.6346
60 H -2.2480 2.5097 0.6075
61 N 1.7667 -0.5480 0.6334
62 H 2.7255 -0.9351 -4.2996
63 H 0.3674 -1.9980 0.8666
64 H 2.0274 -3.8730 0.5582
65 C 4.0319 -1.1750 0.0493
66 C -0.7500 2.8345 2.9447
67 C 4.7422 1.5453 0.4994
68 H 1.8954 -0.8826 5.6841
69 H -1.3119 -1.4675 2.2217
70 C 1.7035 4.4800 -2.3360
71 H -2.6513 -3.3675 -0.3885
72 H -2.8532 0.5976 2.7005
73 H 1.1743 1.1436 -2.3367
74 C 1.1805 -0.1500 3.8020
75 H 2.1558 5.2791 -2.9111
76 C -3.0493 1.7023 -1.8867
77 H -3.9555 -0.5748 3.4416
78 C 0.5534 3.6900 -0.4032
79 C 3.0066 -3.0603 -4.2275
80 H -3.7061 3.3059 -0.0180
81 C -1.8939 -2.8307 -0.9581
82 C -0.1021 3.9316 0.9454
83 H -4.9797 -2.3520 2.0585
84 H -0.4520 -0.5752 -1.8465
85 H 5.4327 -4.6402 -2.4936
86 N 0.5144 0.7782 3.1170
87 C 3.3086 -1.7494 -3.8907
88 H -3.5015 2.6757 -2.1040
89 H -2.5925 -2.2552 3.1691
90 N -1.0240 0.2380 0.3847
91 H 5.0300 2.5621 0.7302
92 H -0.9466 -1.7970 -3.0466
93 C -2.3789 -1.4635 -1.4598
94 H -1.6325 -3.4510 -1.8218
95 C -3.6877 -1.6968 -2.2202
96 H -0.4132 2.7391 5.6670
97 C 3.7629 -4.1100 -3.7378

Forces on atoms 1 to 6 (eV/Å):
C 0.0 0.0 0.0
Br 0.0 0.0 0.0
H 0.0 0.0 0.0
H 0.0 0.0 0.0
C -0.1 0.0 -0.1
C -0.1 -0.1 -0.1

## Properties
Energy relative to the best compared isomer or geometry (same formula, charge and spin): 10.49 kcal/mol
Total charge: -1
E_HOMO (spin up / spin down): -0.1396 / -0.1388 hartree
Orbital gap (spin up / spin down): 5.894 / 5.873 eV

Density functional theory data (ωB97M-V with the def2-TZVPD basis set) for a structure of composition C39H46N5O7Pt at a distorted geometry.

Atoms and positions in Å:
1 C -3.2444 -1.2851 2.3592
2 H 1.8315 -4.2126 0.8058
3 C 5.3473 -2.1243 1.3172
4 C -4.2273 2.1569 -2.5489
5 O 0.5661 5.6384 -1.7146
6 C -2.5879 1.3151 -4.1665
7 H -4.6382 3.5655 -0.1975
8 C 1.0554 -2.8206 -1.4826
9 H 2.6880 -2.0821 -2.6263
10 C 0.8648 -4.1775 -2.0610
11 H -2.3446 -1.1850 -5.2170
12 H 6.2834 -2.6298 1.0439
13 H 2.9738 -4.0140 4.5072
14 H 1.5433 -4.8833 -1.5277
15 C -4.1942 1.4906 -0.1207
16 C -0.5735 4.0792 1.4303
17 H -4.2058 2.7021 -4.6176
18 H -4.2312 2.9930 1.3442
19 C -2.6136 0.5331 -1.8711
20 H 2.1347 1.8852 0.1559
21 H 2.8559 -4.9732 1.9997
22 O 0.1011 6.5110 0.2671
23 C 3.0919 -2.1974 2.1865
24 H -5.6618 0.0380 -0.4607
25 H -2.9834 3.1658 0.0680
26 H 4.5847 2.2463 2.9926
27 O 1.3043 -0.4946 4.1778
28 C -1.0683 -0.6019 -3.5869
29 H -2.2058 1.3769 -5.1679
30 H 3.7370 3.3966 1.9998
31 C -1.4591 -0.9210 3.9043
32 C 0.0132 2.8868 -0.3498
33 C 2.3668 -2.0158 -1.6356
34 H 6.0572 -0.2081 0.6609
35 H -6.2358 1.6944 -0.5000
36 H 1.2091 -4.1342 -3.0746
37 H 2.1618 -2.4631 4.8379
38 C 5.1956 -0.7035 1.0848
39 C 0.8496 -0.4676 3.0468
40 C -2.8018 -1.1649 3.6915
41 C 3.1995 1.8656 -0.0802
42 H 0.7874 -0.8084 -4.7024
43 C 4.0128 -0.0578 1.3025
44 H -2.7307 -2.0628 -3.7148
45 C -2.7881 -1.0803 -0.0753
46 H 5.0813 1.6478 0.7638
47 H -4.2627 -1.5693 2.0839
48 C -0.6208 -0.6461 2.8650
49 C 1.9550 -4.4056 1.8945
50 N -0.7980 2.7560 1.6062
51 N 1.6383 -0.2633 1.9298
52 C 0.1676 5.5373 -0.4320
53 O -3.7726 -1.6710 -0.3801
54 O 0.6562 3.1346 -2.6228
55 C 2.1557 -3.3688 4.2488
56 H -6.0106 1.0675 1.0833
57 N -0.4311 2.0211 0.5260
58 C -0.1366 4.1946 0.1364
59 H 0.5551 0.8432 -4.0516
60 C 4.0345 1.4648 1.0847
61 O 0.8174 1.1147 -1.6950
62 C -1.8723 -1.6851 -4.3490
63 H -1.1512 2.2312 2.4125
64 C -5.6153 0.9845 0.0502
65 C 4.2819 -2.8312 1.8778
66 N -2.0683 -0.3059 -0.9603
67 H -0.9863 -1.0101 4.8825
68 H 0.9710 -2.6338 2.5641
69 C 3.7341 2.3420 2.3062
70 H 1.0571 -5.0056 2.1605
71 C -3.7476 1.3470 -1.5757
72 H 3.3484 1.1923 -0.9362
73 C -2.0204 0.4951 -3.2034
74 C -0.0015 -0.0250 -4.4861
75 H 0.6558 4.7425 -2.1618
76 H -3.5347 0.9109 0.5560
77 H 1.1998 -3.8579 4.5677
78 C -3.7089 2.1245 -3.8589
79 C 0.5644 2.3826 -1.6721
80 H 2.1680 -0.9374 -1.3753
81 H -0.6151 -0.9763 -2.6470
82 C -2.3122 -1.1426 1.3418
83 H -1.2401 -2.5286 -4.5703
84 H -0.1723 -4.4426 -1.8331
85 N -1.0639 -0.7595 1.6076
86 H -0.9000 4.8618 2.1135
87 H -5.0411 2.7995 -2.3603
88 Pt 0.0119 -0.0611 -0.0491
89 C 1.9682 -3.0965 2.7031
90 H -3.3651 -1.4605 4.5641
91 H 4.4342 -3.8649 2.1766
92 H -0.4210 0.2313 -5.4858
93 H 3.4607 2.9138 -0.3729
94 C 2.8680 -0.8179 1.8718
95 C -3.9873 2.9219 0.3400
96 H 2.8127 2.0247 2.7550
97 H 3.0763 -2.3294 -0.8702
98 O 0.1626 -2.3629 -0.8087

Forces on atoms 1 to 6 (eV/Å):
C -0.2 -0.5 0.8
H 0.2 0.1 0.6
C -0.5 1.1 -0.1
C 0.3 -0.4 -1.3
O -0.2 -0.8 0.6
C -0.9 0.9 0.6

## Properties
Total charge: +1
E_HOMO (spin up / spin down): -0.3853 / -0.4447 hartree
Orbital gap (spin up / spin down): 6.938 / 6.462 eV
Spin multiplicity: 5